# 1
C6H10ClN in the gas phase in a non-equilibrium geometry, computed with wB97M-V/def2-TZVPD.

Structure (XYZ):
```
18
C6H10ClN (wB97M-V/def2-TZVPD)
C 1.41373 -0.87696 1.51918
H -1.53268 -2.46252 -0.14362
C -1.66344 0.37098 -0.47804
H -0.43380 0.34545 -2.16031
N 0.16444 -0.28562 1.01379
C 0.14531 -1.23832 2.10623
C -0.44497 -0.58234 -0.23032
H -0.31458 -2.37497 1.99366
Cl 0.60740 2.11519 -0.96997
H 1.69974 -1.40127 0.60036
C -0.60148 -2.05999 -0.71285
H -0.64290 -2.12851 -1.83854
H 0.08768 -1.12115 3.21010
H 2.24387 -0.35107 2.03575
H -1.87742 0.89546 0.38053
H -2.40788 0.10537 -1.32340
H 0.27392 -2.63807 -0.27683
C -0.27795 0.58205 -1.05168
```

## Properties
HOMO: -8.81 eV
Energy above the lowest of the compared OMol25 structures with the same formula, charge and spin: 389.2 kJ/mol
SMILES: C[C@]1(N2CC2)C[C@H]1Cl

# 2
A gas-phase ion, C6H10ClN2 (charge +1) in a non-equilibrium geometry, computed with wB97M-V/def2-TZVPD.

Structure (XYZ):
```
19
C6H10ClN2 (wB97M-V/def2-TZVPD)
N 0.80330 0.05499 -0.16254
C -0.95294 0.94252 0.84121
C -0.55763 0.41717 -0.33758
H -1.98033 0.97124 1.16853
H 1.41300 -0.23790 -0.90091
H 2.68941 0.24424 2.61238
H 2.68763 -1.02103 1.30688
H -1.86544 0.95499 -1.99361
N 0.13690 0.88539 1.65980
C -1.21252 0.11383 -1.63767
C -1.89653 -1.18848 -1.53723
H -2.53601 -1.61068 -2.23822
Cl 0.02901 0.19826 -3.04870
H -2.51101 -1.10097 -0.71410
H 3.26602 0.71944 0.99437
H 0.07085 1.32154 2.59581
C 2.58156 0.07058 1.55838
H -1.35036 -2.07514 -1.22870
C 1.18510 0.34001 1.06188
```

## Properties
HOMO: -14.14 eV
Energy above the lowest of the compared OMol25 structures with the same formula, charge and spin: 0.0 kJ/mol
SMILES: Cc1[nH]cc([C@H](C)Cl)[nH+]1
Charge: +1